[1]
2 unconnected molecules or ions with the total composition C6H12N3 at a distorted geometry. Source: OMol25; level of theory: wB97M-V/def2-TZVPD.

Strongest force on any atom: 0.0585 Eh/bohr
HOMO-LUMO gap (alpha / beta): 7.9 / 7.9 eV
Relative energy (zero: lowest compared OMol25 entry of this formula, charge and spin): 177.5 kcal per mole
Charge: +1
HOMO energy (alpha / beta): -12.885 / -12.884 eV

CARTESIAN COORDINATES (ANGSTROEM)
1 H -4.117 -0.858 1.361
2 C 2.496 0.136 0.433
3 C 2.454 1.345 0.024
4 H -0.213 2.253 -2.018
5 C 2.820 -1.101 1.082
6 C 1.487 1.925 -0.882
7 N -1.961 0.468 -1.341
8 H -2.724 1.074 -0.818
9 H -0.558 -1.411 0.048
10 C -0.032 -0.454 -0.222
11 H -2.193 -0.424 -1.014
12 H 3.152 2.063 0.225
13 C 0.247 1.586 -1.256
14 H 1.881 -1.610 1.081
15 H 2.965 -1.003 2.129
16 H 1.772 2.819 -1.434
17 H 3.403 -1.700 0.406
18 H -3.960 -2.163 0.409
19 H -2.907 -1.953 1.693
20 N -0.613 0.535 -0.843
21 N -3.397 -1.525 0.936

[2]
A molecular structure, C31H47NO9PPbS4Si. Source: OMol25; level of theory: wB97M-V/def2-TZVPD.

Strongest force on any atom: 0.0184 Eh/bohr
HOMO-LUMO gap (alpha / beta): 6.4 / 6.3 eV
Relative energy (zero: lowest compared OMol25 entry of this formula, charge and spin): 30.7 kcal per mole
Charge: -2
HOMO energy (alpha / beta): -2.225 / -2.942 eV
2S+1: 2

CARTESIAN COORDINATES (ANGSTROEM)
1 O -3.884 -4.492 0.141
2 Si -3.756 -2.884 0.476
3 C 0.022 3.628 2.891
4 O -1.102 3.225 2.108
5 H 1.388 0.408 5.603
6 H -3.699 4.456 0.067
7 H -5.778 -3.604 3.949
8 H -3.182 -3.598 -2.580
9 H -5.975 -1.338 -3.607
10 Pb -0.516 -0.375 -0.276
11 C -4.007 -6.827 0.048
12 H -5.994 -0.339 2.181
13 H -3.537 -7.780 0.309
14 H -6.693 -2.237 -2.246
15 H -1.158 -4.878 0.185
16 C -3.152 -5.658 0.527
17 H 0.889 5.412 3.733
18 H -3.994 -5.686 2.526
19 H -4.999 -6.779 0.507
20 C 4.799 0.449 -0.724
21 S 0.141 -2.428 -2.352
22 C 2.792 0.188 1.174
23 C 1.719 0.158 2.219
24 H 6.099 1.009 -3.810
25 C -5.931 -1.503 -2.527
26 C -0.607 0.140 2.888
27 C -0.251 0.258 4.223
28 C -3.239 6.568 0.103
29 C -3.009 -5.710 2.048
30 C -4.221 -3.329 -2.785
31 C 0.362 0.070 1.903
32 H -7.609 -1.030 1.871
33 H 1.985 0.703 -2.631
34 C -6.778 -3.620 1.408
35 H -2.492 -1.360 -2.353
36 H -4.880 -4.111 -2.404
37 C -3.494 -0.949 -2.470
38 S -1.819 -2.292 1.039
39 H -0.048 3.067 3.823
40 P -1.103 3.276 0.476
41 H 6.187 0.087 0.890
42 C -6.019 -2.495 2.116
43 C 3.987 0.891 -3.343
44 C -6.540 -1.130 1.662
45 O -4.612 -2.152 -0.701
46 C 2.059 0.277 3.576
47 H 3.091 0.366 3.879
48 H -6.658 -3.516 0.327
49 C 4.163 0.045 1.546
50 H -1.656 0.078 2.618
51 C 5.142 0.181 0.616
52 H -1.885 -5.600 -1.229
53 S -2.516 1.979 -0.039
54 H -4.288 6.833 0.259
55 H -1.017 0.299 4.989
56 C 5.362 0.862 -3.029
57 H -3.607 -0.631 -3.510
58 O 0.665 -2.347 -0.937
59 H 0.028 5.661 2.196
60 H 3.678 1.031 -4.371
61 C 3.037 0.721 -2.377
62 C -4.544 -1.994 -2.119
63 C 0.010 5.127 3.148
64 S 0.705 3.251 -0.261
65 H -3.139 5.048 1.633
66 H -3.607 -0.074 -1.824
67 H -6.148 -0.561 -2.018
68 C -1.786 -5.704 -0.148
69 H -3.004 6.665 -0.958
70 O -0.336 -1.002 -2.646
71 O 1.214 -2.790 -3.271
72 N 2.458 0.385 -0.076
73 H -7.843 -3.595 1.660
74 H -0.889 5.419 3.700
75 H -5.581 -1.853 4.121
76 H 0.944 3.344 2.382
77 H 6.813 0.588 -1.480
78 C -6.165 -2.633 3.628
79 O -4.634 -2.582 1.849
80 O -1.011 -3.326 -2.430
81 C -2.999 5.140 0.550
82 H 4.435 -0.192 2.562
83 C 5.761 0.635 -1.742
84 C 3.418 0.508 -1.032
85 H -2.433 -4.848 2.392
86 C 1.092 0.318 4.565
87 H -2.608 7.261 0.661
88 H -7.213 -2.545 3.928
89 H -4.123 -6.773 -1.037
90 H -6.360 -4.586 1.703
91 H -6.361 -1.017 0.592
92 H -1.287 -6.651 0.085
93 O -1.667 4.792 0.203
94 H -4.348 -3.240 -3.868
95 H -2.489 -6.625 2.343

[3]
3 unconnected molecules or ions with the total composition C24H24BF4IO8 at a distorted geometry. Source: OMol25; level of theory: wB97M-V/def2-TZVPD.

SMILES: CB(O)c1c(C)c(CC(=O)I)c(C(F)(F)C(F)F)c2c1C(=O)C=CC2=O.O=C1CCCO1.O=C1CCCO1
Strongest force on any atom: 0.0394 Eh/bohr
HOMO-LUMO gap: 8.7 eV
HOMO energy: -9.829 eV

CARTESIAN COORDINATES (ANGSTROEM)
1 H -0.934 -3.474 -3.249
2 H -0.685 -2.690 -4.784
3 F 3.168 -1.368 0.681
4 C 1.519 1.475 5.193
5 C 0.467 -1.796 -1.668
6 C 1.147 -1.000 -3.828
7 H -4.066 1.068 1.301
8 C 1.381 0.159 1.149
9 H -1.803 -1.986 -3.522
10 H -6.253 -0.118 4.552
11 C 3.588 0.375 -1.337
12 O 2.828 1.381 -4.848
13 O 3.601 1.006 -0.307
14 H 0.649 1.248 -5.804
15 C 1.506 3.532 4.019
16 H -0.803 0.341 -5.356
17 C -6.505 -0.549 2.453
18 C -4.430 0.192 1.830
19 H -0.131 0.165 -7.027
20 O -5.771 -0.105 1.402
21 F 0.914 1.075 0.290
22 C -4.532 0.426 3.328
23 H -3.791 -0.658 1.587
24 O -7.628 -0.941 2.350
25 C -1.386 -1.642 0.047
26 F 1.239 -2.193 1.097
27 H 2.194 3.393 3.183
28 B 0.973 -0.909 -5.423
29 C 2.383 -0.404 -1.866
30 H 5.408 0.344 -4.294
31 H 0.840 -2.189 -6.827
32 H 2.267 0.578 1.640
33 H 5.751 0.206 -1.804
34 O 2.931 4.563 5.690
35 H 0.365 1.769 3.356
36 H 0.936 0.846 5.862
37 O -1.667 -1.865 1.180
38 F 0.464 -0.126 2.100
39 H -1.303 -3.129 -1.442
40 H -5.319 -1.515 3.942
41 C 0.644 2.298 4.263
42 C 2.307 3.622 5.303
43 H -4.822 1.460 3.523
44 C 2.185 -0.309 -3.238
45 C 0.112 0.309 -5.968
46 C 0.284 -1.748 -3.046
47 C 1.544 -1.141 -1.056
48 I -2.088 0.163 -0.983
49 H -3.600 0.233 3.858
50 C 4.776 0.330 -2.272
51 C -0.555 -2.596 -0.855
52 H 2.229 0.847 4.649
53 C 3.156 0.571 -4.013
54 O 1.538 -1.865 -6.243
55 C 1.854 -1.181 0.434
56 C -0.849 -2.489 -3.724
57 O 2.258 2.437 5.964
58 H -0.042 -3.333 -0.234
59 C -5.673 -0.507 3.720
60 C 4.596 0.399 -3.576
61 H -0.274 2.589 4.778
62 H 0.907 4.427 3.872

[4]
A gas-phase ion, C6H4ClF3IN4 (charge +1) at a distorted geometry. Source: OMol25; level of theory: wB97M-V/def2-TZVPD.

SMILES: [NH2+]=c1cnc(Cl)cn1/C(=N\I)C(F)(F)F
Strongest force on any atom: 0.0257 Eh/bohr
HOMO-LUMO gap: 8.3 eV
Relative energy (zero: lowest compared OMol25 entry of this formula, charge and spin): 0.0 kcal per mole
Charge: +1
HOMO energy: -13.392 eV

CARTESIAN COORDINATES (ANGSTROEM)
1 N 0.468 -2.493 -0.339
2 N -3.040 1.103 -0.511
3 H -0.008 1.824 0.660
4 H 1.355 0.947 1.227
5 C 0.111 -0.160 0.084
6 H 1.780 -1.396 0.748
7 F -0.119 1.560 -2.346
8 F -0.824 3.054 -0.972
9 C -1.427 -1.396 -1.229
10 Cl -1.138 -4.024 -1.712
11 C -0.673 -2.536 -1.047
12 C -1.216 2.034 -1.747
13 I -4.158 -0.109 0.589
14 F -2.041 2.489 -2.662
15 C 0.851 -1.384 0.193
16 H -2.326 -1.378 -1.826
17 N 0.494 0.949 0.700
18 N -1.021 -0.224 -0.662
19 C -1.862 0.932 -0.890

[5]
A molecular structure, C30H33N5O4PmS2 at a distorted geometry. Source: OMol25; level of theory: wB97M-V/def2-TZVPD.

Strongest force on any atom: 0.1236 Eh/bohr
HOMO-LUMO gap (alpha / beta): 7.7 / 7.7 eV
Relative energy (zero: lowest compared OMol25 entry of this formula, charge and spin): 21.2 kcal per mole
Charge: +3
HOMO energy (alpha / beta): -16.540 / -16.542 eV
2S+1: 5

CARTESIAN COORDINATES (ANGSTROEM)
1 O -0.437 -1.641 -1.027
2 C -0.661 4.642 -0.338
3 H -1.320 -0.137 -3.466
4 C -0.708 -4.202 -4.021
5 H -4.525 -3.361 -3.558
6 H 0.305 6.328 0.412
7 H 0.865 -1.524 -4.377
8 C -2.456 -2.964 -2.841
9 C -2.981 4.476 0.125
10 C 2.139 1.938 0.692
11 C 1.293 -3.327 1.742
12 C -1.079 2.506 -2.828
13 C -2.757 -1.162 3.286
14 H 3.751 -4.082 3.911
15 C 0.112 1.551 -3.124
16 C 2.101 -4.136 2.556
17 H -3.112 -1.122 4.330
18 H -3.865 3.870 -0.015
19 C 4.995 -0.207 2.930
20 N -3.164 -0.515 0.901
21 H 3.200 3.669 0.853
22 Pm -0.477 -0.425 0.859
23 S 0.197 -2.353 -2.249
24 H 0.698 1.972 -3.926
25 H -0.699 -1.319 3.703
26 C -1.648 -4.822 -4.748
27 H 0.749 1.389 -2.229
28 C 4.209 2.054 2.018
29 H 0.450 -3.776 1.144
30 H 1.891 -5.206 2.654
31 H -1.426 -5.609 -5.467
32 N -1.341 -0.698 3.208
33 H -3.403 -1.417 0.664
34 H 1.374 2.352 0.021
35 C -2.998 -4.484 -4.655
36 H -1.635 7.079 1.784
37 C -2.996 5.644 0.952
38 H -2.797 -2.298 3.066
39 C 3.238 2.651 1.240
40 H -3.700 -4.765 -5.533
41 H 0.302 -4.453 -4.086
42 C 0.630 -0.975 -3.473
43 H -0.348 0.411 -4.801
44 H 4.996 2.568 2.549
45 O 6.574 1.395 2.723
46 H -0.775 3.589 -2.876
47 H -1.240 0.181 3.748
48 H -3.558 0.053 0.148
49 N 1.868 0.667 1.066
50 H -1.932 2.352 -3.505
51 H 5.376 -2.176 3.914
52 C -1.821 3.936 -0.492
53 O -0.838 1.484 -0.197
54 C -0.308 0.198 -3.736
55 C -1.113 -3.147 -3.146
56 H -2.756 -2.326 -1.973
57 H 1.568 -0.553 -3.142
58 C 4.006 0.621 2.239
59 C 2.797 -0.020 1.793
60 S -1.865 2.196 -1.175
61 N 6.267 0.266 3.100
62 C -3.713 -0.392 2.321
63 C 2.617 -1.386 2.012
64 H -3.945 5.991 1.394
65 C -0.685 5.889 0.294
66 N 1.430 -2.024 1.694
67 C 4.633 -1.525 3.386
68 C -1.782 6.292 1.109
69 O 7.056 -0.561 3.732
70 C 3.260 -3.542 3.116
71 H -3.745 0.636 2.649
72 C 3.503 -2.137 2.836
73 H 0.318 4.267 -0.629
74 H -4.720 -0.780 2.451
75 C -3.438 -3.561 -3.692

[6]
A molecular structure, C50H47FInN9O3PS. Source: OMol25; level of theory: wB97M-V/def2-TZVPD.

Strongest force on any atom: 0.0118 Eh/bohr
HOMO-LUMO gap: 5.7 eV
Relative energy (zero: lowest compared OMol25 entry of this formula, charge and spin): 0.0 kcal per mole
Charge: +1
HOMO energy: -8.875 eV

CARTESIAN COORDINATES (ANGSTROEM)
1 C 5.678 -1.111 -4.781
2 C 3.759 4.529 -6.478
3 H 3.261 2.884 3.133
4 H -0.038 -0.507 3.059
5 H -2.344 -3.647 -1.249
6 H 3.310 3.575 -3.245
7 H -4.663 -5.461 5.891
8 N 0.197 4.197 -1.883
9 H -3.094 -5.556 1.132
10 H -5.117 -4.201 7.991
11 H 3.646 -0.106 -0.710
12 C -2.018 2.611 -0.024
13 C -2.129 -2.941 1.997
14 H -2.118 5.049 -3.851
15 H 5.641 0.201 0.769
16 C 3.376 2.191 2.310
17 H -3.732 -5.973 7.310
18 H -2.431 1.203 -5.218
19 C -1.449 -0.451 -6.181
20 C 0.845 0.392 -4.850
21 H 4.915 0.839 -5.238
22 H 0.468 5.242 1.622
23 C 0.732 3.475 2.800
24 C -3.523 -4.605 0.838
25 C 3.605 0.518 0.176
26 H 0.036 5.736 5.859
27 H -4.751 -3.311 6.640
28 H 0.039 6.698 3.580
29 N 2.443 1.113 0.414
30 H 5.427 1.734 2.731
31 H 2.494 1.407 -6.832
32 C 3.299 3.377 -7.105
33 C -0.352 1.092 -4.705
34 H -2.500 -5.305 4.945
35 H 6.192 -3.103 -4.177
36 C -0.755 -1.318 3.114
37 O -1.014 -2.664 -2.790
38 H 1.808 -1.290 -5.777
39 C 2.858 2.304 -6.344
40 C 4.245 -2.528 -3.471
41 C 0.888 -0.728 -5.672
42 H 4.133 5.507 -4.606
43 C 4.708 0.700 0.992
44 C -4.609 -4.617 -0.188
45 C -0.691 -1.388 0.640
46 C 2.876 2.374 -4.950
47 H -3.271 3.988 0.792
48 N -1.107 2.975 0.855
49 H -2.685 -4.025 8.569
50 H -2.346 -0.795 -6.682
51 C 0.231 5.642 3.722
52 F -0.683 -1.213 5.446
53 H 3.280 3.320 -8.187
54 C -2.581 -3.382 3.244
55 N 0.109 2.404 0.706
56 In 0.609 1.072 -1.116
57 C -2.112 -2.829 4.424
58 H -5.198 -3.303 1.499
59 O 0.161 -0.888 -2.095
60 N -2.620 -3.328 5.661
61 H -1.713 -5.050 6.492
62 C 0.477 3.749 5.183
63 C -1.498 0.671 -5.361
64 C -3.885 -5.171 6.592
65 C -0.635 -1.872 -1.932
66 C -0.258 -1.142 -6.340
67 C 3.520 -0.300 -4.064
68 N -3.218 3.217 0.148
69 C 5.443 -2.322 -4.147
70 H -0.783 6.187 -4.128
71 C 0.228 5.102 5.003
72 C -4.943 -4.324 1.244
73 H -0.372 1.952 -4.046
74 C 0.474 4.831 2.624
75 C -1.188 -1.782 4.324
76 H 4.097 5.369 -7.073
77 H -3.929 3.100 -0.549
78 N -4.377 -3.959 7.336
79 C -1.041 5.140 -3.980
80 C -2.368 -2.613 6.913
81 C -2.033 -3.113 -0.361
82 H -1.323 -2.638 7.227
83 C -3.228 -3.267 8.011
84 H -5.462 -5.081 1.819
85 C -2.582 -4.771 5.883
86 H -4.643 -3.789 -0.884
87 C 3.290 -1.522 -3.424
88 H 0.931 1.881 4.223
89 O 0.072 -0.415 0.651
90 C -1.205 -1.894 1.930
91 N 2.061 1.562 -2.448
92 C 2.310 1.946 1.451
93 C 3.776 4.606 -5.092
94 N -2.574 -3.516 0.819
95 C 3.332 3.533 -4.328
96 C 4.584 1.552 2.076
97 H -0.223 -2.022 -6.971
98 C 0.732 2.939 4.083
99 H -3.611 -2.529 8.710
100 H 6.608 -0.951 -5.313
101 C -1.140 -2.107 -0.516
102 C 4.721 -0.103 -4.741
103 C 0.991 2.609 1.618
104 P 2.262 1.013 -3.893
105 H 4.052 -3.479 -2.988
106 H 0.477 3.324 6.179
107 C -0.357 4.619 -2.796
108 H 2.348 -1.678 -2.906
109 H -3.335 -4.157 3.285
110 H -2.654 -1.572 6.787
111 H -4.892 -5.571 -0.609
112 H -0.742 4.574 -4.861
113 S -1.911 1.461 -1.311

[7]
A molecular structure, C18H20Br2InN9S. Source: OMol25; level of theory: wB97M-V/def2-TZVPD.

Strongest force on any atom: 0.0105 Eh/bohr
HOMO-LUMO gap: 7.6 eV
Relative energy (zero: lowest compared OMol25 entry of this formula, charge and spin): 0.0 kcal per mole
Charge: +2
HOMO energy: -13.372 eV

CARTESIAN COORDINATES (ANGSTROEM)
1 H -0.275 1.858 5.048
2 H -3.609 -0.966 -5.172
3 C 1.888 2.094 -1.790
4 N 1.024 0.048 -0.946
5 C -0.124 0.580 3.482
6 H -4.148 -3.813 2.701
7 C 3.823 4.514 1.157
8 C 1.919 -5.096 0.759
9 C 2.056 1.510 -3.036
10 N 0.250 1.553 2.691
11 C 1.718 5.376 1.949
12 H 2.139 3.131 -1.619
13 H 1.829 -0.305 -4.179
14 C 1.704 0.184 -3.223
15 Br -4.009 -1.449 1.998
16 H -5.097 -3.531 1.206
17 N -1.852 -0.781 -0.659
18 C 1.177 -0.510 -2.152
19 H -4.461 -2.473 -5.205
20 H 1.142 6.175 2.396
21 H 2.812 -5.208 0.147
22 N 0.804 -2.788 0.276
23 C -3.549 -1.980 -3.437
24 H 3.566 6.464 2.010
25 C 1.832 3.166 1.009
26 H 2.461 2.091 -3.854
27 C -2.336 -0.980 -1.703
28 N -3.923 -3.087 -2.792
29 H 0.036 4.059 1.779
30 C 1.294 -3.802 0.486
31 N -2.848 -1.003 -2.864
32 N -0.372 0.899 4.758
33 H 4.887 4.634 0.999
34 N 0.451 1.178 1.394
35 C 1.181 1.896 0.621
36 H 0.876 -1.547 -2.245
37 S -0.278 -1.151 3.112
38 H 1.218 -5.898 0.533
39 H -4.484 -3.793 -3.238
40 C 1.378 1.332 -0.754
41 H 3.780 2.536 0.339
42 C 3.081 5.537 1.732
43 C 3.197 3.335 0.784
44 H 2.196 -5.147 1.812
45 H -0.643 0.202 5.428
46 C 1.094 4.189 1.602
47 In -0.271 -0.811 0.732
48 H -3.767 -3.169 -1.797
49 C -4.176 -3.335 1.733
50 N -3.879 -1.819 -4.711
51 Br -2.713 -4.099 0.705

[8]
2 unconnected molecules or ions with the total composition C7H14N2 at a distorted geometry. Source: OMol25; level of theory: wB97M-V/def2-TZVPD.

SMILES: Cc1c[nH]cn1.CCC
Strongest force on any atom: 0.0779 Eh/bohr
HOMO-LUMO gap: 9.4 eV
Relative energy (zero: lowest compared OMol25 entry of this formula, charge and spin): 46.2 kcal per mole
HOMO energy: -8.550 eV

CARTESIAN COORDINATES (ANGSTROEM)
1 H 3.123 0.442 -1.117
2 H 2.345 0.472 1.956
3 H 0.575 -2.075 0.512
4 H -3.860 0.416 -0.840
5 H -0.507 -0.055 1.253
6 H 0.266 1.096 -0.578
7 C 2.211 0.035 0.896
8 C -2.177 -0.566 -0.034
9 C 2.518 0.917 -0.316
10 C 1.264 1.700 -0.654
11 H 1.357 2.039 -1.621
12 H 1.170 2.577 -0.012
13 H -2.953 1.115 0.610
14 H -4.191 0.038 0.861
15 H -0.534 -2.839 -1.641
16 H 1.162 -0.195 0.954
17 C -0.932 -2.067 -1.062
18 H 3.202 1.632 0.090
19 N -2.128 -1.534 -1.034
20 N -0.291 -1.724 0.100
21 C -1.000 -0.669 0.642
22 H 2.744 -0.951 0.857
23 C -3.363 0.198 0.177